(1)
DFT (the ωB97M-V functional and the def2-TZVPD basis) results for a cluster of 2 separate species, C6H14NP in total.

Each line ends with the Mulliken charge.
Element x y z (Å)
C 0.72 1.82 -0.73  -1.302
C -0.58 -1.97 -0.18  -1.459
C -0.48 0.01 1.47  -1.777
C -2.03 0.11 -0.55  -1.706
C 0.41 0.34 -0.77  -0.762
C -0.62 -0.34 0.04  2.195
N 2.68 -0.80 -0.08  -0.282
P 3.08 0.36 0.83  0.099
H -0.13 2.26 -1.32  0.438
H 1.60 1.96 -1.27  0.493
H 0.53 2.43 0.27  0.198
H 0.44 -2.21 -0.16  0.465
H -1.02 -2.63 0.55  0.328
H -1.01 -2.00 -1.22  0.338
H 0.53 -0.11 1.81  0.212
H -1.20 -0.62 1.96  0.495
H -0.73 1.01 1.66  0.438
H -2.06 1.13 -0.51  0.536
H -2.84 -0.53 0.01  0.325
H -2.17 -0.11 -1.61  0.426
H 0.69 0.02 -1.79  0.270
H 4.20 -0.13 1.59  0.032

Computed properties:
Total charge: 0
Frontier orbital gap (spin up / spin down): 8.70 / 6.73 eV
HOMO energy (spin up / spin down): -8.56 / -7.34 eV

=====

(2)
DFT (the ωB97M-V functional and the def2-TZVPD basis) results for a cluster of 6 separate species, C8H28IN2O5 in total.

Each line ends with the Mulliken charge.
Element x y z (Å)
I 4.41 8.49 10.10  -0.731
O 5.23 8.15 6.51  -0.600
H 4.95 8.15 7.44  0.222
H 5.31 9.02 6.21  0.272
O 6.29 11.29 11.82  -0.630
H 5.87 10.90 11.06  0.268
H 5.96 10.80 12.55  0.320
O 4.59 4.54 10.36  -0.667
H 4.35 5.42 10.04  0.257
H 5.55 4.54 10.48  0.333
C 7.30 5.73 7.75  -1.161
C 8.61 6.19 8.38  0.847
C 9.75 5.51 7.56  -1.167
O 11.13 5.69 8.04  -0.325
C 12.13 5.48 7.11  -0.729
N 8.75 7.64 8.53  -0.688
H 7.22 4.63 7.82  0.453
H 7.26 6.04 6.70  0.442
H 6.43 6.10 8.34  0.011
H 8.66 5.69 9.38  0.042
H 9.78 5.93 6.58  0.478
H 9.55 4.46 7.45  0.353
H 12.00 6.22 6.32  0.306
H 12.03 4.46 6.71  0.276
H 13.11 5.72 7.48  0.265
H 8.17 7.97 9.28  0.296
H 8.27 8.07 7.73  0.315
C 8.57 5.82 13.47  -1.244
C 7.13 6.20 13.18  0.238
C 6.78 7.64 13.62  -0.452
O 6.72 7.67 15.03  -0.351
C 6.41 8.92 15.52  -0.775
N 6.74 5.94 11.78  -0.330
H 8.92 6.24 14.41  0.364
H 9.19 6.15 12.60  0.262
H 8.70 4.72 13.60  0.281
H 6.38 5.55 13.78  0.238
H 5.85 8.10 13.20  0.308
H 7.61 8.32 13.32  0.274
H 5.71 9.37 14.79  0.271
H 7.26 9.53 15.42  0.331
H 5.92 8.83 16.45  0.284
H 5.80 6.37 11.70  0.273
H 7.25 6.62 11.23  -0.030

Computed properties:
Total charge: -1
Frontier orbital gap: 7.96 eV
HOMO energy: -5.02 eV

=====

(3)
DFT (the ωB97M-V functional and the def2-TZVPD basis) results for an isolated molecule of C3H7NO3S.

Each line ends with the Mulliken charge.
Element x y z (Å)
O 1.07 -0.90 1.71  -0.682
C 0.35 -0.29 0.92  0.606
N 0.25 1.06 1.00  -0.258
S -0.79 2.11 0.16  -0.159
C -0.39 -1.07 -0.16  0.119
O -0.52 -2.40 0.27  -0.577
C 0.41 -1.05 -1.47  -0.632
O 0.46 0.22 -2.09  -0.508
H 0.83 1.48 1.73  0.295
H -0.02 2.33 -0.91  0.157
H -1.40 -0.61 -0.32  0.328
H 0.17 -2.50 0.96  0.354
H 1.43 -1.31 -1.25  0.298
H -0.03 -1.82 -2.13  0.314
H -0.40 0.37 -2.51  0.347

Computed properties:
Total charge: 0
Frontier orbital gap: 10.41 eV
HOMO energy: -9.98 eV
SMILES: O=C(NS)[C@H](O)CO

=====

(4)
DFT (the ωB97M-V functional and the def2-TZVPD basis) results for an isolated molecule of C4H5FS2.

Each line ends with the Mulliken charge.
Element x y z (Å)
C 0.20 -2.21 0.44  -0.811
S 1.56 -1.04 0.60  -0.002
C 0.90 0.51 0.16  -0.315
C -0.33 0.87 -0.24  0.789
F -1.32 0.00 -0.36  -0.235
C -0.64 2.25 -0.57  -0.456
S -2.07 2.81 -1.05  -0.222
H 0.63 -3.17 0.72  0.336
H -0.19 -2.27 -0.58  0.281
H -0.63 -1.97 1.14  0.278
H 1.68 1.29 0.21  0.155
H 0.22 2.94 -0.47  0.202

Computed properties:
Total charge: 0
Frontier orbital gap: 7.83 eV
HOMO energy: -8.56 eV
SMILES: CS/C=C(\F)C=S

=====

(5)
DFT (the ωB97M-V functional and the def2-TZVPD basis) results for an isolated molecule of C3H5NOS.

Each line ends with the Mulliken charge.
Element x y z (Å)
C 0.23 -0.47 -1.03  0.114
C 0.54 0.61 -0.14  -0.160
C 0.00 0.35 1.32  -0.446
N 0.51 -0.86 -2.15  -0.441
O -1.42 -0.01 1.37  -0.325
S -1.85 -1.20 0.25  -0.160
H 1.63 0.72 0.15  0.254
H 0.10 1.52 -0.75  0.240
H 0.41 -0.54 1.89  0.283
H 0.03 1.27 1.88  0.305
H -0.17 -1.39 -2.80  0.335

Computed properties:
Total charge: 0
Frontier orbital gap (spin up / spin down): 7.54 / 7.54 eV
HOMO energy (spin up / spin down): -7.79 / -7.79 eV

=====

(6)
DFT (the ωB97M-V functional and the def2-TZVPD basis) results for an isolated molecule of C6H10O.

Each line ends with the Mulliken charge.
Element x y z (Å)
C 1.96 0.94 -0.11  -1.222
C 1.20 -0.42 -0.18  0.030
O 0.62 -0.60 1.19  -0.466
C -0.72 -0.97 0.83  -0.013
C -1.71 0.22 0.65  -0.726
C -1.25 0.29 -0.83  -0.753
C -0.28 -0.89 -0.64  0.062
H 1.35 1.85 -0.20  0.293
H 2.37 0.93 0.91  0.279
H 2.84 1.08 -0.77  0.362
H 2.00 -1.16 -0.37  0.283
H -1.10 -1.84 1.41  0.368
H -1.49 1.07 1.30  0.264
H -2.78 -0.01 0.76  0.293
H -2.05 0.11 -1.55  0.294
H -0.71 1.19 -1.11  0.241
H -0.29 -1.79 -1.24  0.411

Computed properties:
Total charge: 0
Frontier orbital gap: 10.46 eV
HOMO energy: -9.32 eV
SMILES: C[C@H]1O[C@H]2CC[C@H]21

=====

Energy above the lowest of the compared OMol25 structures with the same formula, charge and spin (kcal per mole)
81.8 0.0 0.7 4.7 95.3 49.9
Total energy (eV)
-17222.5206 -30070.3417 -21691.9442 -28615.7432 -17561.1350 -8429.0780